# 1
# C46H92N2O32

13 unconnected molecules or ions with the total composition C46H92N2O32 in a non-equilibrium geometry (ωB97M-V with the def2-TZVPD basis set, the Open Molecules 2025 dataset).

## Properties
charge = 0
HOMO-LUMO gap = 8.2 eV
HOMO energy = -9.0 eV

Each line ends with the Mulliken charge.
Element x y z (Å)
C -30.43276 11.26443 5.12820  -1.1357
C -31.30789 11.48093 6.42052  0.8326
C -32.76247 11.41608 6.00932  -0.0169
O -33.39228 10.68588 7.05737  -0.3780
C -32.43534 10.04234 7.78694  0.5478
O -32.65864 9.32577 8.75895  -0.5952
O -31.22092 10.44178 7.35244  -0.3372
H -30.76339 10.40322 4.54759  0.4616
H -29.40757 10.96638 5.34780  0.0801
H -30.43733 12.06743 4.39115  0.2726
H -31.17566 12.42004 6.95784  -0.0142
H -32.93541 11.02087 5.00832  -0.0296
H -33.21002 12.40961 5.98324  0.2413
C -22.30471 7.72936 4.92447  -0.8499
C -22.58189 6.32474 4.28186  0.3963
C -23.73588 5.55877 4.89089  0.3549
O -24.47695 5.04412 3.77574  -0.4009
C -24.03915 5.66887 2.58865  0.7442
O -24.51265 5.64399 1.44325  -0.5968
O -23.04935 6.54559 2.95474  -0.3552
H -22.08710 7.64118 5.98887  0.0847
H -23.21571 8.31962 5.02341  -0.1360
H -21.52552 8.31980 4.44243  0.5783
H -21.65330 5.75928 4.20384  0.2846
H -24.30648 6.27340 5.48403  -0.1406
H -23.41298 4.70352 5.48451  0.0718
C -18.92183 12.67767 6.44745  -1.5172
C -20.04754 13.35808 5.57323  0.8277
C -19.36671 13.93468 4.37402  -0.4389
O -20.11819 13.39138 3.31834  -0.3846
C -21.04993 12.52395 3.70781  0.5588
O -21.77879 11.85585 3.02419  -0.4921
O -20.97426 12.39418 5.06274  -0.1233
H -18.22552 12.10337 5.83636  0.3977
H -19.50032 12.00666 7.08242  0.3710
H -18.34526 13.42484 6.99279  0.3699
H -20.55749 14.18632 6.06523  -0.1247
H -18.31874 13.63495 4.36980  0.3339
H -19.43627 15.02175 4.41328  0.2775
C -25.16838 17.19874 4.03046  -1.1667
C -24.21422 16.02348 4.00613  1.3986
C -22.82580 16.28550 3.62112  -0.3474
O -22.11223 15.97731 4.84277  -0.3663
C -22.91016 15.57404 5.80349  0.5313
O -22.54210 15.18484 6.96943  -0.6614
O -24.21465 15.62504 5.35241  0.0454
H -25.36708 17.46302 2.99182  -0.1138
H -24.60249 17.97586 4.54422  0.6060
H -26.10759 17.02656 4.55616  0.1316
H -24.63246 15.22007 3.39975  -0.4986
H -22.71397 17.34160 3.37566  0.3018
H -22.53602 15.62286 2.80562  0.3013
C -20.96188 4.38829 8.07661  -1.4026
C -21.68888 5.22132 9.07736  0.5684
C -20.74190 5.99689 9.98783  -0.6114
O -21.35870 7.26668 10.13599  -0.3812
C -22.25055 7.44177 9.12295  0.5548
O -22.96386 8.40707 8.96163  -0.4549
O -22.31336 6.30974 8.42624  -0.1831
H -20.15304 4.96957 7.63388  0.3787
H -21.54896 4.04523 7.22470  0.2366
H -20.51599 3.57174 8.64451  0.3931
H -22.34292 4.59046 9.67933  0.2782
H -19.77772 6.14119 9.50035  0.3157
H -20.57635 5.53192 10.95968  0.3201
C -25.44992 14.29172 8.55469  -1.5177
C -26.94594 14.27879 8.20000  1.0522
C -27.50478 12.91473 7.95500  0.7989
O -28.61796 12.81246 8.74954  -0.3829
C -28.71409 13.87359 9.57314  0.4932
O -29.46079 14.02451 10.50208  -0.5963
O -27.78135 14.80886 9.25283  -0.5127
H -25.15831 15.20179 9.07893  0.4288
H -24.85458 14.17294 7.64939  0.0811
H -25.04909 13.53947 9.23407  0.3592
H -27.17333 14.92689 7.35362  0.0285
H -26.79558 12.12794 8.21204  0.4529
H -27.73986 12.94574 6.89110  -0.7123
C -33.56496 7.46794 1.65366  -0.7962
O -32.48141 8.23376 1.25928  -0.2539
C -32.77504 9.63325 1.31697  -0.4185
C -31.48957 10.37241 1.04156  -0.6496
O -30.53689 10.07404 2.04971  -0.0346
C -29.38810 10.91155 1.99335  -0.5158
H -33.92349 7.75429 2.64238  0.3124
H -33.20907 6.44130 1.73986  0.2449
H -34.33518 7.42683 0.88348  0.3071
H -33.18842 9.90178 2.28914  0.1251
H -33.49944 9.92974 0.55840  0.3962
H -31.56806 11.43848 0.82837  0.3551
H -31.03163 9.92645 0.15866  0.3191
H -28.97572 10.81869 0.98866  0.4782
H -28.68552 10.70750 2.80135  0.0268
H -29.55306 11.98361 2.10089  0.1609
C -23.95784 18.33363 -3.41680  -0.7562
O -24.75726 17.76473 -2.37650  -0.2864
C -24.61751 18.43172 -1.14917  -0.6558
C -25.58425 17.78265 -0.08705  -0.4209
O -25.38391 16.34964 -0.08639  -0.3472
C -26.38442 15.75934 0.72769  -0.6898
H -24.37187 19.31725 -3.63855  0.3105
H -24.11109 17.62875 -4.23396  0.2345
H -22.90079 18.51186 -3.21935  0.3030
H -24.85514 19.49199 -1.23562  0.3837
H -23.57603 18.36605 -0.83433  0.3402
H -26.61132 17.93593 -0.41832  0.3707
H -25.49825 18.20697 0.91327  0.2627
H -27.35384 15.74842 0.22948  0.5387
H -26.57598 16.26333 1.67500  0.2329
H -26.17201 14.70341 0.89500  0.1301
C -28.11733 5.07665 2.89953  -0.6508
O -27.92912 6.14612 3.83963  -0.5295
C -27.22704 7.29231 3.33602  0.7533
C -27.04466 8.33306 4.45983  0.5610
O -26.06294 7.80083 5.41015  -0.1483
C -25.95386 8.53888 6.58224  -0.2389
H -28.56570 5.52320 2.01203  0.2377
H -28.75594 4.31173 3.34132  0.3057
H -27.19869 4.54440 2.65273  0.2073
H -27.85893 7.68770 2.54073  0.3960
H -26.25387 7.07924 2.89370  -0.8570
H -28.03796 8.59645 4.82326  0.4679
H -26.70342 9.23425 3.95041  -0.9086
H -25.91147 9.62087 6.45744  -0.0737
H -25.06107 8.17203 7.08865  -0.0971
H -26.84044 8.36906 7.19317  0.4183
C -23.55273 11.44638 7.16023  -0.8853
O -24.60589 11.82717 6.33266  0.6808
C -24.33301 11.88512 4.93057  0.2881
C -25.72080 12.10688 4.24516  -0.4865
O -26.19659 13.40565 4.58960  0.7296
C -27.42883 13.70354 4.07253  -0.2401
H -22.81402 12.22420 7.35367  0.1310
H -22.95702 10.62224 6.76778  -0.0056
H -23.91818 11.08179 8.12023  0.3954
H -23.82994 10.96847 4.62275  0.2142
H -23.80822 12.77438 4.58143  -0.8541
H -26.35311 11.37113 4.74215  -0.3703
H -25.67346 11.94357 3.16851  0.4944
H -28.08863 12.94136 4.48706  -0.2896
H -27.49488 13.63580 2.98663  -0.0846
H -27.71330 14.65936 4.51249  0.0971
C -24.71223 9.48752 1.88227  -0.7275
O -25.87975 10.17155 1.55131  0.5462
C -25.93051 10.64729 0.21719  -0.6884
C -26.33116 9.67877 -0.90626  -0.8780
O -27.51128 8.99767 -0.56573  -0.3111
C -27.31824 7.59535 -0.49416  -0.4543
H -24.79535 8.81868 2.73891  -0.2059
H -24.01306 10.26716 2.18461  0.2768
H -24.21182 8.94107 1.08283  0.4429
H -25.06299 11.25382 -0.04283  0.5123
H -26.73246 11.38299 0.27820  0.1758
H -25.54520 8.97245 -1.17355  0.4363
H -26.47828 10.18965 -1.85783  0.4114
H -26.67938 7.42308 0.37203  0.0938
H -26.76262 7.22453 -1.35548  0.3723
H -28.29542 7.14083 -0.33095  0.1900
C -30.49626 16.94963 5.88059  -0.8573
N -30.70404 15.46412 6.09507  0.7499
O -29.77776 14.77522 6.54698  -0.1949
O -31.80473 15.04924 5.78474  -0.5312
H -30.60224 17.26299 4.84199  0.2283
H -29.52361 17.21245 6.29647  0.2805
H -31.33067 17.40170 6.41677  0.3629
C -31.82550 15.64386 1.78942  -0.8801
N -30.35773 15.40339 2.11479  0.8447
O -29.87307 14.30842 1.74844  -0.4406
O -29.82024 16.24352 2.81736  -0.5309
H -32.23481 14.85873 1.15371  0.2994
H -31.87478 16.59483 1.25903  0.3395
H -32.44845 15.69949 2.68214  0.3042

Forces on atoms 1 to 3 (eV/Å):
0.1 -0.8 1.0
-0.1 0.5 -2.2
-0.9 1.1 -0.1

---

# 2
# C3H8O2

2 unconnected molecules or ions with the total composition C3H8O2 (ωB97M-V with the def2-TZVPD basis set, the Open Molecules 2025 dataset).

## Properties
charge = 0
SMILES = CC=O.CO
HOMO-LUMO gap = 10.5 eV
relative energy (zero: lowest compared OMol25 entry of this formula, charge and spin) = 1.3784 eV
HOMO energy = -9.6 eV

Each line ends with the Mulliken charge.
Element x y z (Å)
C 1.27676 1.82947 0.04821  -0.5599
O 0.81823 0.78421 -0.77741  -0.4385
H 0.91054 2.80463 -0.25438  0.2742
H 0.91558 1.60851 1.04547  0.2050
H 2.37077 1.86772 0.09822  0.2751
H 0.97533 0.88409 -1.71781  0.2661
O -0.61150 -2.00245 -1.43727  -0.4913
C -1.24234 -1.40603 -0.60949  0.1612
C -0.90824 -1.40861 0.85593  -0.7646
H -2.12753 -0.80651 -0.89915  0.3327
H -1.04995 -2.36320 1.36049  0.3084
H -1.47841 -0.63287 1.37642  0.2564
H 0.15077 -1.15896 0.91077  0.1752

Forces on atoms 1 to 3 (eV/Å):
0.5 0.0 -0.2
-0.5 -0.6 0.2
-0.2 0.2 -0.1

---

# 3
# CH5NS

2 unconnected molecules or ions with the total composition CH5NS in a non-equilibrium geometry (ωB97M-V with the def2-TZVPD basis set, the Open Molecules 2025 dataset).

## Properties
charge = 0
HOMO-LUMO gap (spin up / spin down) = 5.7 / 5.8 eV
relative energy (zero: lowest compared OMol25 entry of this formula, charge and spin) = 4.5104 eV
HOMO energy (spin up / spin down) = -8.8 / -8.9 eV

Each line ends with the Mulliken charge.
Element x y z (Å)
C 1.20165 0.31296 0.42658  -0.5620
N 0.39754 -0.80382 0.09804  -0.3475
S -2.47053 0.15257 -0.21193  -0.3404
H 0.88778 0.93705 1.16094  0.3192
H 1.93012 -0.28332 0.98598  0.2738
H 1.49847 0.79915 -0.50860  0.2898
H -0.16917 -0.64608 -0.78817  0.2413
H -3.27587 -0.46850 -1.16284  0.1259

Forces on atoms 1 to 3 (eV/Å):
0.9 -3.2 -2.7
-3.5 0.3 -0.8
0.6 -0.4 -0.2

---

# 4
# C4H10N2O

2 unconnected molecules or ions with the total composition C4H10N2O in a non-equilibrium geometry (ωB97M-V with the def2-TZVPD basis set, the Open Molecules 2025 dataset).

## Properties
charge = 0
SMILES = CC(N)=O.C=NC
HOMO-LUMO gap = 10.5 eV
relative energy (zero: lowest compared OMol25 entry of this formula, charge and spin) = 2.1063 eV
HOMO energy = -9.4 eV

Each line ends with the Mulliken charge.
Element x y z (Å)
C 1.94286 2.16112 -1.10402  -0.9710
C 0.71884 1.31594 -0.85287  0.5339
N -0.37268 1.84792 -0.13918  -0.6196
O 0.67759 0.19651 -1.31365  -0.5144
H 2.09127 2.95759 -0.37898  0.3349
H 1.90841 2.61391 -2.09812  0.2677
H 2.81777 1.51420 -1.12546  0.2834
H -1.17399 2.04297 -0.72630  0.2797
H -0.69805 1.09933 0.47446  0.4215
C -0.14481 -2.11636 0.35260  -0.8579
C -2.04363 -1.66354 1.59111  -0.3191
N -1.15686 -1.18296 0.83402  -0.1550
H -0.21089 -2.17842 -0.73190  0.2425
H -0.32344 -3.12165 0.75396  0.3865
H 0.85168 -1.77088 0.61479  0.2276
H -2.83506 -1.00608 1.93864  0.2499
H -2.04900 -2.70961 1.91092  0.2093

Forces on atoms 1 to 3 (eV/Å):
0.3 0.3 0.2
0.1 -0.6 -1.4
-0.2 0.5 1.2